Computed, not measured: a molecular structure, C25H55N3O6S4Si2, with ωB97M-V with the def2-TZVPD basis set.

The geometry in XYZ format:
```
95
Properties=species:S:1:pos:R:3:forces:R:3
C -6.03518 -1.50411 2.51985 0.34 -0.25 -0.58
C -5.95488 -0.49231 1.23637 -0.77 0.43 1.42
C -4.91711 0.71156 1.49399 1.45 -0.02 -0.13
C -3.68360 0.74846 0.41298 -1.92 -0.38 0.18
C -4.34652 0.97394 -1.04044 -0.61 0.92 -0.04
C -3.64053 2.10271 -1.95211 0.55 -0.30 -0.57
C -2.04354 2.23689 -1.74539 0.10 0.56 -1.39
C -1.25139 0.90497 -2.28362 -1.43 0.86 1.67
N -0.22889 1.22493 -3.31948 0.92 -0.17 1.53
C 0.30906 0.03458 -4.04566 0.64 -0.55 -0.70
C 0.04672 -1.39638 -3.37072 1.06 -0.57 -0.37
C 0.90427 -1.65896 -2.00411 -0.98 -1.75 -0.72
C 1.24397 -3.25786 -1.99515 -0.04 -0.45 0.55
C -0.06577 -4.17779 -1.77251 0.05 -0.67 0.59
C -0.34652 -4.52777 -0.20485 -0.72 0.49 0.04
C -1.85359 -4.11872 0.25548 0.02 -0.06 0.79
C -1.86080 -3.24387 1.63892 -0.19 -1.03 -0.60
C 0.81853 2.15129 -2.84535 -0.46 2.11 -1.36
S 0.86225 3.68267 -3.58465 0.11 -2.41 1.09
S 2.05111 1.81808 -1.50945 -0.10 0.16 -1.55
C 3.57142 2.78648 -2.07091 1.34 0.55 -0.45
C 4.89114 2.15784 -1.35066 -0.59 -0.46 0.65
C 5.40054 3.00595 -0.07388 0.44 0.13 -0.11
Si 4.79631 2.21326 1.59300 1.89 -0.33 -1.46
N 4.99949 3.40119 2.92058 -5.22 0.37 2.44
C 3.92277 3.49063 3.64894 0.02 -2.81 1.86
O 3.00071 3.30782 4.46939 4.94 1.85 -4.71
O 5.79364 0.80213 1.87786 -2.35 0.80 2.07
Si 5.37092 0.02529 3.38117 0.62 0.12 -0.58
O 4.03910 -1.11045 3.21662 0.72 2.11 0.76
N 3.68785 -1.29744 1.91130 2.17 -2.94 -1.08
O 4.43675 -2.13303 1.45475 -2.02 1.66 -0.23
H -5.12002 -2.20559 2.55220 -1.34 1.13 -0.06
H -6.96552 -2.17399 2.44192 1.35 1.02 0.13
H -6.06287 -0.94101 3.52000 -0.05 -0.68 -1.60
H -5.73325 -1.05471 0.26332 -0.29 0.79 1.48
H -7.01830 -0.02561 1.17248 1.79 -0.85 -0.21
H -4.39320 0.63721 2.52884 -1.19 -0.06 -1.52
H -5.42211 1.74633 1.45371 0.62 -1.63 0.03
H -3.18807 -0.28494 0.40928 -0.26 1.63 0.26
H -3.00300 1.60210 0.76818 -0.78 -1.47 -0.87
H -4.48282 -0.00357 -1.65192 0.51 1.50 1.21
H -5.43165 1.34897 -0.84593 1.74 -0.66 -0.44
H -3.78585 1.76976 -3.05728 0.24 0.70 1.73
H -4.14016 3.14509 -1.88762 0.91 -2.02 0.23
H -1.71310 3.11691 -2.43089 -0.56 -1.47 1.17
H -1.72719 2.53960 -0.68406 -0.54 -0.66 -1.52
H -2.09372 0.22159 -2.69902 1.84 1.02 0.47
H -0.78070 0.43611 -1.34536 -0.67 0.23 -1.40
H 1.45124 0.21248 -4.17696 -1.84 -0.56 0.27
H -0.12041 0.04730 -5.12061 0.51 -0.08 1.71
H -1.07282 -1.67105 -3.24712 1.92 0.78 -0.10
H 0.45312 -2.18826 -4.12260 -0.71 1.46 1.04
H 1.86390 -1.03766 -1.95310 -1.56 -0.81 -0.03
H 0.19468 -1.49608 -1.11797 1.35 0.10 -1.02
H 1.97802 -3.53712 -1.13816 -1.14 0.65 -1.41
H 1.74072 -3.61384 -2.96586 -0.61 0.88 1.25
H -1.01957 -3.69871 -2.19114 1.49 -0.58 0.46
H 0.05330 -5.20655 -2.30174 -0.07 1.90 0.67
H 0.38662 -3.99483 0.51305 -0.98 -0.78 -1.32
H -0.23874 -5.65611 -0.03684 0.02 1.65 -0.23
H -2.42530 -5.11054 0.41308 0.63 1.74 -0.19
H -2.42239 -3.50195 -0.53111 1.02 -1.00 0.96
H -1.17437 -2.33722 1.49626 -0.97 -1.31 0.44
H -2.92644 -2.90326 1.88377 1.53 -0.35 -0.40
H -1.52376 -3.92683 2.50894 -0.28 1.32 -1.35
H 3.50258 3.90270 -1.82019 -0.20 -1.70 -0.31
H 3.70422 2.71546 -3.21518 -0.58 -0.06 1.84
H 5.77089 2.00675 -2.08265 -1.67 0.28 1.03
H 4.55665 1.12234 -0.95140 0.83 1.37 -0.90
H 5.06006 4.10138 -0.13867 0.49 -1.56 0.09
H 6.55961 3.01538 -0.05513 -1.85 0.02 0.02
H 3.40357 1.73475 1.45767 0.00 0.10 0.25
H 4.93750 1.01901 4.39158 -0.28 -0.08 -0.35
H 6.53655 -0.66039 3.95623 -0.14 -0.11 -0.46
C 6.82746 -4.48684 3.57829 0.01 0.02 -0.11
S 7.15956 -3.85070 5.23560 0.08 0.14 -0.07
O 7.60035 -2.42972 5.08954 -0.01 -0.48 0.00
C 8.63707 -4.84806 5.52843 0.12 0.00 -0.02
H 5.95439 -3.96823 3.17831 0.07 0.02 0.12
H 7.68607 -4.30422 2.92902 -0.01 0.04 0.10
H 6.61813 -5.55692 3.63307 0.00 0.06 0.07
H 9.38412 -4.64317 4.75923 -0.09 0.06 0.01
H 8.37023 -5.90641 5.52112 -0.05 0.07 0.01
H 9.04286 -4.58495 6.50626 -0.13 0.05 -0.08
C -7.49705 5.77120 -3.51058 -0.09 -0.09 -0.04
S -5.95249 5.85777 -2.57852 0.06 -0.14 -0.03
O -5.22235 4.57220 -2.80106 -0.50 0.53 0.01
C -6.71431 5.77081 -0.94279 -0.05 -0.09 0.07
H -7.25780 5.77239 -4.57505 0.09 0.01 0.13
H -8.03321 4.85346 -3.26088 0.10 0.02 0.04
H -8.11317 6.64190 -3.27804 0.09 -0.01 0.01
H -7.29850 4.85305 -0.85143 0.06 0.01 -0.08
H -7.35537 6.64125 -0.79205 0.06 -0.01 -0.06
H -5.92214 5.77179 -0.19271 0.01 0.01 -0.15
```
Forces are in eV/Å.

Output
2S+1: 1
Gap between HOMO and LUMO in eV: 7.81
HOMO energy in eV: -8.12
Total energy in eV: -102661.1780
Charge: 0